The following is a DFT calculation (the ωB97M-V functional and the def2-TZVPD basis) of a structure of composition C45H48HfN4O2Si.

Strongest force on any atom   1.400 eV/A
Gap between HOMO and LUMO   5.09 eV
HOMO level   -12.3565 eV
Total charge   +2
E_tot   -2450.142707 Eh

Geometry as XYZ:
```
101
C45H48HfN4O2Si, DFT the ωB97M-V functional and the def2-TZVPD basis
Hf -0.9965 -0.0895 0.0668
O -3.4322 5.2009 4.2163
C -2.9214 4.2304 4.7700
O -2.6841 3.8211 5.8984
C -2.3200 3.2137 3.6335
C -2.0310 1.9024 3.9788
C -1.6890 1.0004 2.9949
N -1.6203 1.3486 1.6829
C -1.9996 2.6140 1.3397
C -2.3873 3.5379 2.2888
C -2.0897 2.9369 -0.0849
C -2.1970 4.2626 -0.5050
C -2.4633 4.5483 -1.8268
C -2.6292 3.4831 -2.7041
C -2.4449 2.2059 -2.2314
N -2.1430 1.8998 -0.9561
C -1.4270 -0.4056 3.3336
C -1.0825 -0.7919 4.6250
C -0.9776 -2.1366 4.9250
C -1.2277 -3.0587 3.9178
C -1.5179 -2.5919 2.6541
N -1.6031 -1.2931 2.3390
H -2.1119 1.6261 5.0218
H -2.7857 4.5113 2.0353
H -2.0719 5.0572 0.2145
H -2.5571 5.5713 -2.1655
H -2.8848 3.6444 -3.7419
H -2.5568 1.3751 -2.9093
H -0.8955 -0.0457 5.3829
H -0.7229 -2.4584 5.9255
H -1.1892 -4.1225 4.1031
H -1.7005 -3.2982 1.8565
C -0.4988 -4.8234 -1.4302
C -0.9000 -3.7787 -2.4711
C 0.3357 -3.1825 -3.1608
C -1.8005 -2.6841 -1.9343
C -2.2874 -1.7003 -2.8069
C -3.2637 -0.7999 -2.4145
C -3.7342 -0.7533 -1.0967
C -4.8877 0.1251 -0.7143
C -3.1985 -1.6824 -0.1940
C -2.2845 -2.6618 -0.6274
H 0.0853 -5.6066 -1.9106
H -1.3721 -5.3087 -0.9917
H 0.1138 -4.3950 -0.6335
H -1.4797 -4.2977 -3.2417
H 0.8813 -2.5228 -2.4825
H 0.0691 -2.6146 -4.0530
H 1.0061 -3.9820 -3.4730
H -1.9750 -1.7118 -3.8444
H -3.7494 -0.1891 -3.1662
H -5.8075 -0.3074 -1.1145
H -4.7989 1.1277 -1.1310
H -5.0007 0.2014 0.3662
H -3.6440 -1.7715 0.7888
H -2.0508 -3.4865 0.0283
C 0.6221 -1.5360 0.3873
Si 2.3544 -0.8120 0.1660
C 2.1065 0.0098 -1.5339
N 0.8236 0.7782 -1.6195
C 1.0528 2.1843 -1.1509
C 1.9493 3.0290 -2.0599
C 1.4391 3.0074 -3.4983
C 1.3112 1.5608 -3.9692
C 0.3704 0.7981 -3.0400
C 2.6210 0.5543 1.4176
C 1.6556 0.8464 2.3808
C 1.8311 1.8785 3.2913
C 3.0019 2.6229 3.2639
C 3.9831 2.3389 2.3212
C 3.7924 1.3177 1.4029
C 3.6578 -2.1429 0.1355
C 4.7616 -2.1189 0.9909
C 5.6816 -3.1565 0.9882
C 5.5113 -4.2373 0.1362
C 4.4193 -4.2760 -0.7214
C 3.5029 -3.2387 -0.7199
H 0.5587 -1.9654 1.3909
H 0.5399 -2.3789 -0.3065
H 2.0993 -0.7686 -2.3005
H 2.9546 0.6533 -1.7712
H 1.4776 2.1487 -0.1469
H 0.0883 2.6881 -1.1043
H 2.9800 2.6714 -2.0300
H 1.9541 4.0458 -1.6654
H 2.1186 3.5621 -4.1448
H 0.4621 3.4998 -3.5566
H 2.2929 1.0834 -3.9771
H 0.9168 1.5171 -4.9848
H 0.2585 -0.2364 -3.3710
H -0.6028 1.2788 -3.0779
H 0.7715 0.2192 2.4484
H 1.0714 2.0973 4.0328
H 3.1568 3.4147 3.9844
H 4.8995 2.9144 2.3070
H 4.5560 1.1108 0.6597
H 4.8975 -1.2853 1.6703
H 6.5346 -3.1199 1.6531
H 6.2250 -5.0501 0.1415
H 4.2864 -5.1153 -1.3920
H 2.6562 -3.2862 -1.3981
```